# C24H19AlO5P

A structure of composition C24H19AlO5P in a non-equilibrium geometry (the ωB97M-V functional and the def2-TZVPD basis, the Open Molecules 2025 dataset).

## Properties
charge: +3
gap between HOMO and LUMO: 5.523 eV

Last column: Löwdin charge in e.
Cartesian coordinates (Å):
H: 1.91617 0.89163 -0.55384  0.035
C: 1.23363 3.34515 2.36425  0.003
C: -2.74677 0.34992 -1.50200  -0.022
O: -0.15891 -2.81404 -3.02660  0.293
C: -4.22752 0.86071 3.34681  -0.006
C: -1.37259 0.36618 -1.21136  -0.262
C: -2.09579 0.38601 1.61693  -0.320
C: -2.85164 1.56662 1.50229  -0.115
C: 2.74263 -0.67829 -1.96932  0.067
H: -0.69432 2.39463 2.54506  0.116
C: -0.88399 0.43469 -3.57142  -0.047
C: 0.25271 2.42249 2.01334  -0.019
O: 3.31299 -0.01992 -2.73542  0.256
H: 1.03213 4.05461 3.15278  0.132
C: 4.42957 -3.34602 -2.00629  -0.058
H: -3.47375 0.32218 -0.69539  0.119
H: 4.08048 -3.23666 -3.02399  0.067
C: -3.17569 0.39830 -2.82705  0.002
H: -0.14377 0.53505 -4.36636  0.133
H: 4.25999 -4.37348 -0.14812  0.074
O: 0.12574 -3.87011 1.51788  0.296
O: 3.45482 -0.55330 1.80640  0.309
H: -4.23537 0.42673 -3.04663  0.134
C: 2.68169 2.48026 0.64290  -0.047
C: -2.39476 -0.55644 2.60854  -0.040
C: -3.92061 1.79623 2.35390  -0.027
H: -1.80505 -1.46474 2.70067  0.107
H: -2.59531 2.30985 0.74728  0.128
C: -0.45279 0.35003 -2.26039  -0.139
C: 0.83770 -3.41456 0.73565  0.152
H: 5.12902 -2.60331 -1.64764  0.067
H: 3.60854 2.51551 0.06970  0.132
O: -0.05414 -1.06601 0.63775  -0.273
H: -3.70353 -1.01816 4.25257  0.126
C: -3.45988 -0.30583 3.47141  -0.027
C: 1.70955 1.56885 0.28664  -0.144
H: -5.06794 1.04938 4.02277  0.136
C: 0.55519 -2.56515 -2.15350  0.141
Al: 1.32967 -1.69424 -0.35475  0.178
C: 2.94867 -1.09869 0.95999  0.126
C: -2.24354 0.42554 -3.87099  0.001
H: 0.62462 0.29643 -2.06764  0.047
H: 3.24478 4.06307 1.99578  0.138
P: -0.75324 0.32896 0.46818  0.970
H: -2.57823 0.44929 -4.91083  0.140
H: 3.18048 -5.00940 -1.54406  0.073
H: -4.50740 2.70629 2.23612  0.132
C: 0.47881 1.54350 0.94430  -0.251
C: 2.46579 3.36233 1.69890  0.004
C: 3.96116 -4.31210 -1.20518  -0.040

Forces on the atoms, in the same order (eV/Å):
-0.2 0.4 0.1
0.4 -0.2 -0.2
0.2 0.3 0.1
3.6 0.8 4.0
0.2 -0.1 -0.1
-0.1 -0.2 0.1
-0.2 0.5 -0.1
-0.1 -0.1 0.1
2.4 2.9 -3.3
0.2 0.1 -0.1
0.4 -0.2 -0.5
-0.1 0.0 -0.4
-2.6 -3.3 3.6
0.1 0.0 0.1
-0.7 0.3 0.4
0.1 0.1 -0.2
0.2 -0.2 -0.2
0.4 -0.2 -0.1
-0.3 -0.2 0.1
0.1 -0.2 -0.6
3.4 1.4 -3.5
-0.6 -1.4 -1.7
0.0 -0.1 0.0
0.6 0.0 -0.2
0.0 0.2 -0.2
-0.1 0.0 0.1
-0.1 0.1 0.1
-0.1 -0.1 0.1
0.1 0.2 -0.1
-3.5 -2.0 4.0
0.4 -0.1 0.0
-0.1 0.0 0.3
2.8 -1.7 -1.8
0.1 0.0 -0.1
-0.1 0.2 0.0
-0.2 0.1 -0.2
0.4 -0.2 -0.2
-4.0 -0.9 -3.9
-0.2 0.5 0.3
0.4 1.3 2.0
-0.3 0.2 0.2
-0.3 0.5 0.0
-0.2 -0.1 -0.1
-1.7 1.0 1.1
0.1 0.1 0.4
0.7 0.1 0.1
0.1 -0.2 0.1
-0.2 -0.1 0.0
-0.5 0.0 0.1
-0.9 0.4 0.5

---

# C24H19BF4N6OPt

A structure of composition C24H19BF4N6OPt in a non-equilibrium geometry (the ωB97M-V functional and the def2-TZVPD basis, the Open Molecules 2025 dataset).

## Properties
gap between HOMO and LUMO: 6.938 eV

Last column: Löwdin charge in e.
Cartesian coordinates (Å):
C: -5.39358 2.52653 -1.97119  -0.013
C: 0.84823 -1.23620 -0.94082  0.007
C: -0.90296 -2.84266 2.66922  -0.027
H: -6.17706 2.02817 -2.51833  0.120
H: 0.52031 2.41549 0.05997  0.104
Pt: -2.48240 1.12682 0.63806  1.262
H: 4.65193 0.40550 -0.85362  0.158
H: -2.60729 4.16859 0.03394  0.110
C: 0.64201 1.38363 -0.23879  -0.122
C: -4.62330 0.28465 -1.04861  -0.139
H: 4.88755 -4.92599 -0.74575  0.109
C: 3.28842 -1.22587 -0.67893  -0.278
H: -4.33659 -0.21595 -1.98640  0.140
H: -5.65456 -0.02712 -0.83538  0.138
C: 1.89351 0.81191 -0.26038  0.014
H: -2.50963 -3.69172 1.50572  0.125
F: -1.09003 3.72824 3.60431  0.186
C: 4.74540 -2.78513 -0.77282  -0.233
C: -3.40142 3.72762 -0.55340  -0.070
H: -1.26327 -1.08577 -1.21599  0.110
C: 6.79355 -3.96134 -0.98092  -0.098
N: -3.52205 2.38990 -0.49762  -0.082
C: -4.52492 1.78376 -1.19339  -0.223
H: -0.33700 0.50255 2.80773  0.128
H: 0.52265 -1.62484 3.75472  0.112
O: -4.21198 -2.38830 -0.06955  0.047
H: -5.93856 4.49640 -2.64133  0.111
C: -0.30202 -1.63293 3.06200  -0.022
C: 5.42782 -3.99856 -0.81988  -0.016
C: -2.42107 -1.58010 1.31042  -0.171
C: 5.46160 -1.56264 -0.87542  -0.190
H: -0.53064 -3.77929 3.04961  0.112
C: -0.77657 -0.45187 2.54529  -0.087
H: 7.37257 -0.60949 -1.18478  0.107
H: 7.35054 -4.88560 -1.03555  0.099
H: 0.90654 -2.27858 -1.20338  0.113
F: -1.30354 2.65247 1.60194  -0.134
C: -5.26268 3.90865 -2.03991  -0.037
C: -4.24768 4.51295 -1.30193  -0.037
C: -0.35267 -0.58020 -0.92530  -0.138
N: 4.50553 -0.58766 -0.79338  0.172
C: 6.83391 -1.53728 -1.06127  -0.026
N: 3.41360 -2.53419 -0.66528  0.179
C: 7.48609 -2.75358 -1.10476  -0.096
F: 0.68687 3.60629 2.19947  0.164
N: -1.79754 -0.41073 1.68415  -0.082
H: 2.74641 1.40540 0.02505  0.111
F: -1.07772 4.92357 1.66952  0.163
B: -0.64813 3.81925 2.33435  -1.286
H: -4.12920 5.58384 -1.29991  0.112
H: 8.55697 -2.77394 -1.24965  0.100
C: -3.54656 -1.45496 0.36655  -0.498
N: -0.46558 0.71480 -0.57391  -0.024
N: -3.75413 -0.13949 0.02375  -0.175
C: -1.97943 -2.80394 1.81160  0.017
C: 2.02976 -0.54105 -0.61986  -0.127

Forces on the atoms, in the same order (eV/Å):
0.0 0.3 -0.1
0.8 -0.1 0.1
0.4 0.9 0.4
-0.1 -0.1 0.0
0.0 0.0 0.0
-0.5 1.7 1.3
0.0 -0.1 0.0
0.1 -0.1 0.1
-0.5 -0.2 -0.3
-0.2 -0.5 0.1
-0.1 -0.2 0.0
1.1 -0.8 -0.1
-0.1 0.2 0.0
0.1 0.2 -0.1
0.5 -1.0 -0.2
0.0 -0.1 -0.1
-0.3 0.0 0.9
0.9 0.6 -0.1
0.2 -0.2 0.2
-0.2 0.0 0.0
0.1 -0.2 0.0
-1.0 0.5 -0.6
0.4 0.1 0.3
0.0 0.0 0.0
0.1 0.0 0.0
0.4 -0.2 0.2
-0.1 0.0 0.0
-0.3 -1.1 -0.2
0.0 0.1 0.0
1.4 0.3 1.5
-0.1 -0.9 0.0
0.0 -0.1 0.1
-0.1 0.4 -0.2
0.1 0.1 0.0
0.0 -0.1 0.0
0.0 -0.2 -0.1
0.1 -0.3 -0.3
0.4 -0.3 0.4
-0.5 -0.1 -0.4
0.2 1.0 0.1
-0.5 0.1 0.0
0.2 0.1 0.0
-0.9 0.5 0.1
0.1 0.2 0.0
1.0 -0.2 -0.1
-0.5 -1.8 0.1
0.1 0.1 0.1
-0.3 0.8 -0.5
-0.4 -0.5 -0.3
0.1 0.1 0.0
0.0 0.0 0.0
-1.5 1.6 -1.5
1.2 -0.3 -0.8
0.2 -1.9 0.2
-0.5 0.5 -0.5
-1.6 1.0 0.2

---

# C24H19BrCl2N2O6PTi

A structure of composition C24H19BrCl2N2O6PTi (the ωB97M-V functional and the def2-TZVPD basis, the Open Molecules 2025 dataset).

## Properties
charge: -1
<S²>: 2.022
gap between HOMO and LUMO (spin up / spin down): 5.567 / 8.385 eV
spin multiplicity: 3

Last column: Mulliken spin population.
Cartesian coordinates (Å):
O: 2.83533 -0.12607 0.01624  0.001
H: 3.46952 -3.84876 -3.06237  -0.004
Ti: 1.03542 -1.47638 0.42346  1.416
O: 0.56778 -1.70704 -1.43409  -0.031
O: 4.42140 -1.02313 1.53783  0.004
H: -0.68618 5.40325 1.60382  0.000
C: 2.42592 -3.12185 -1.37583  0.218
H: -4.09177 -2.36303 -1.66802  0.000
H: 0.19891 3.39509 -4.72482  0.000
C: 3.83032 -4.90984 0.14845  -0.056
H: -5.94068 -1.53911 -0.24267  0.000
N: -0.83949 0.40181 3.24581  0.002
H: -0.55632 2.50034 4.75311  0.000
H: 4.83273 -5.48142 -1.68603  0.026
C: -0.78000 2.00343 1.40189  -0.016
H: 2.08937 2.61184 -3.33085  0.000
C: -1.54091 1.97921 -2.18781  -0.001
H: -3.28401 1.28702 1.56413  -0.001
H: -2.12685 2.97813 -3.98932  0.000
H: -0.50420 4.84398 4.02216  0.000
C: -1.29538 2.64674 -3.37926  0.001
N: 2.22886 -3.11741 -0.00430  0.068
C: -0.72352 1.68712 2.77622  -0.002
C: 4.09210 -4.83419 -1.23647  0.197
H: 4.34167 -5.61370 0.78780  -0.005
C: -4.95549 -1.09553 -0.16365  -0.001
C: 1.06920 2.44712 -3.00782  0.003
H: -2.56027 1.79684 -1.87306  -0.001
C: -4.72366 -0.07633 0.74631  0.001
H: -5.52538 0.28116 1.38085  0.000
C: -0.69335 4.37254 1.93350  0.000
C: 1.50244 -2.28423 -2.17018  0.017
C: -0.78250 3.34424 1.01234  0.001
P: -0.71787 0.66348 0.17438  0.051
C: -2.42087 0.03215 0.05015  -0.012
O: 3.63122 1.17363 1.83688  -0.001
H: -1.83368 -1.38518 -1.45520  0.000
C: 0.00883 2.88249 -3.78979  -0.001
C: 3.36398 -3.93770 -1.98981  -0.094
O: 2.15425 -0.65836 2.12785  0.004
C: -0.61360 2.74114 3.69715  0.000
Cl: -0.65504 -2.53122 1.68320  0.014
H: -0.79998 -0.39438 2.61735  -0.003
C: -0.48066 1.53986 -1.40009  -0.024
O: 1.59248 -2.15135 -3.37920  0.062
Cl: 3.32498 -0.13802 1.40270  0.006
C: -3.45916 0.48958 0.85281  0.000
C: -0.59323 4.05621 3.28343  0.000
H: 1.65728 1.41445 -1.22406  0.002
C: 0.82721 1.77480 -1.81941  0.013
H: -0.82915 3.57980 -0.04351  0.000
C: -3.91879 -1.55720 -0.96537  0.001
C: -2.65330 -1.00603 -0.85470  0.006
Br: 2.57293 -4.10799 2.55736  0.009
C: 2.91413 -4.05433 0.68799  0.128
H: -0.40298 0.21231 4.13248  0.001

Forces on the atoms, in the same order (eV/Å):
0.1 0.0 -0.4
0.0 0.0 0.0
-0.2 0.0 0.5
0.1 -0.1 -0.7
0.2 -0.1 0.0
0.0 0.0 0.0
0.3 -0.5 0.4
0.0 0.0 0.0
0.0 0.0 0.0
0.1 0.0 -0.3
0.0 0.0 0.0
0.0 0.0 0.0
0.0 0.0 0.0
0.0 0.0 0.0
-0.1 0.0 0.0
0.0 0.0 0.0
0.1 0.0 0.0
0.0 0.0 0.0
0.0 0.0 0.0
0.0 0.0 0.0
0.0 0.0 0.0
0.2 -0.1 -0.4
0.0 0.1 -0.1
0.0 0.0 0.3
0.0 0.0 0.0
0.0 0.0 0.0
0.0 0.0 0.0
0.0 0.0 0.0
0.0 0.0 0.0
0.0 0.0 0.0
0.0 0.0 0.0
-0.6 0.6 -0.2
0.1 0.0 0.0
0.3 -0.2 0.1
-0.1 0.0 0.0
0.1 0.2 0.0
0.0 0.0 0.0
0.0 0.0 0.0
-0.1 0.1 0.0
0.0 0.0 0.5
0.0 0.0 0.0
-0.2 -0.2 0.1
0.0 0.0 0.0
0.0 0.1 -0.1
0.2 -0.2 0.1
-0.3 0.1 0.0
0.0 0.0 -0.1
0.0 0.0 0.0
0.0 0.0 0.0
0.0 0.0 0.0
0.0 0.0 0.0
0.0 0.0 0.0
0.0 0.0 0.0
0.1 0.0 -0.1
-0.2 0.3 0.2
0.0 0.0 0.0

---

# C24H19BrN4O2V

A structure of composition C24H19BrN4O2V (the ωB97M-V functional and the def2-TZVPD basis, the Open Molecules 2025 dataset).

## Properties
charge: +3
gap between HOMO and LUMO (spin up / spin down): 6.733 / 6.732 eV

Last column: Löwdin charge in e.
Cartesian coordinates (Å):
H: 2.14752 0.17706 1.89156  0.122
C: 1.02849 1.77544 -3.37143  0.011
C: -3.28399 2.11106 3.48982  0.044
C: 3.05526 1.20760 -2.12732  -0.007
C: -0.15794 -2.17155 1.59679  -0.060
H: -0.25508 -4.03123 2.62390  0.135
H: 2.96442 1.44811 -0.01143  0.134
H: -0.62989 2.45987 -2.21121  0.146
C: -3.63307 1.89149 2.16066  0.080
C: -1.99394 1.81253 3.90531  0.025
C: -2.91425 1.10914 -0.11781  -0.339
C: 0.41169 2.32457 0.26475  -0.017
N: 0.49930 -1.00249 1.38616  -0.085
H: 4.09948 0.92399 -2.13587  0.141
H: -1.69238 1.97138 4.93152  0.139
H: -1.68481 -2.27567 -3.88377  0.153
H: -0.44941 2.98258 0.20165  0.124
O: -3.82498 1.48019 -0.76630  0.254
H: 2.87655 1.15793 -4.26996  0.144
C: 1.48078 -2.56780 -2.69742  0.018
V: -0.18294 0.37011 0.13233  1.025
C: -1.08326 1.31070 2.99198  -0.064
C: 2.35913 1.34995 -3.33717  0.050
C: 0.39437 -2.80937 -3.52399  0.038
H: -0.06716 1.07529 3.28193  0.122
C: -2.67063 1.37587 1.32324  -0.170
C: -0.79336 -2.12333 -3.28893  0.075
N: -1.41914 1.08746 1.71336  -0.003
C: 1.36711 -1.64046 -1.67293  -0.082
H: 0.46245 -3.52724 -4.33106  0.144
C: 1.64582 -0.76761 2.07476  -0.093
H: -4.62162 2.11022 1.77824  0.154
C: 1.48358 -2.87026 3.18711  -0.651
O: -3.09384 -0.51674 -2.42257  0.250
H: 1.00847 2.44754 1.16760  0.121
H: 3.08252 -1.44215 3.49605  0.134
C: -2.05082 -0.47552 -1.87518  -0.344
C: 0.38142 2.06827 -2.19342  0.018
N: 0.22991 -0.96806 -1.45158  0.016
H: -4.00749 2.51125 4.18802  0.145
C: 2.16486 -1.66539 2.96932  -0.045
Br: 2.13581 -4.11166 4.37767  1.000
C: 0.29789 -3.11298 2.48010  -0.038
C: 2.41580 1.48178 -0.94661  -0.001
H: 2.41671 -3.09287 -2.83185  0.137
H: -1.06946 -2.32916 1.03341  0.140
H: 0.52849 1.91805 -4.32036  0.142
N: -1.79376 0.31218 -0.66071  0.019
H: 2.19970 -1.44620 -1.01034  0.123
C: -0.82255 -1.22583 -2.24587  -0.173
C: 1.05820 1.92194 -0.94213  -0.354

Forces on the atoms, in the same order (eV/Å):
0.0 0.0 0.0
0.0 0.0 0.0
0.0 0.0 0.0
0.0 0.0 -0.1
0.0 0.0 0.0
0.0 0.0 0.0
0.0 0.0 0.0
0.0 0.0 0.0
0.0 0.0 0.0
-0.1 0.0 0.0
0.0 0.0 0.0
-0.1 0.1 0.0
0.1 -0.1 0.0
0.0 0.0 0.0
0.0 0.0 0.0
0.0 0.0 0.0
0.0 0.1 0.0
0.0 0.0 0.0
0.0 0.0 0.0
0.0 0.0 0.0
0.0 0.0 0.1
0.1 -0.1 -0.1
0.0 0.0 0.0
0.0 0.0 0.0
0.0 0.0 0.1
0.0 0.0 0.0
0.0 0.0 0.0
-0.1 0.0 0.0
0.0 0.0 0.0
0.0 0.0 0.0
0.0 0.0 0.0
0.0 0.0 0.0
0.0 0.0 0.0
0.0 0.0 0.0
0.0 0.0 0.0
0.0 0.0 0.0
0.0 0.0 0.0
0.0 0.0 -0.1
0.0 0.0 0.0
0.0 0.0 0.0
0.0 0.0 0.0
0.0 0.0 0.0
0.0 0.0 0.0
0.1 0.0 0.1
0.0 0.0 0.0
0.0 0.0 0.0
0.0 0.0 0.0
-0.1 0.1 0.0
0.0 0.0 0.0
0.0 0.0 0.0
0.0 0.0 -0.2